--- one ---
11
Properties=species:S:1:pos:R:3:nbo_charge:R:1 method="wB97M-V/def2-TZVPD"
O -2.544 -0.305 -0.228 -0.572
C -2.176 0.845 -0.447 0.470
N -1.139 1.302 0.228 -0.460
C -0.013 0.756 0.277 0.196
C 0.365 -0.299 -0.713 -0.562
S -0.025 -1.877 0.276 0.009
H -2.834 1.396 -1.066 0.153
H 0.826 1.150 0.919 0.200
H -0.367 -0.305 -1.539 0.233
H 1.397 -0.300 -1.031 0.241
H 1.022 -2.545 0.111 0.092

=====

--- two ---
Density functional theory data (the ωB97M-V functional and the def2-TZVPD basis) for a structure of composition C3H5NOS.

Structure (XYZ):
```
11
Properties=species:S:1:pos:R:3:nbo_charge:R:1
C 0.948 -0.468 -0.891 -0.461
C -0.933 0.613 0.326 -0.057
C -0.485 -0.301 1.453 0.347
H 1.915 0.686 -0.292 0.186
H 1.189 -1.697 -0.290 0.343
H 1.196 -0.417 -2.066 0.198
H -1.156 0.789 -1.653 0.419
H -0.436 -0.120 2.753 0.201
N -0.636 0.261 -1.020 -0.628
O 0.138 -1.354 1.098 -0.540
S -1.739 2.008 0.583 -0.007
```

=====

Of them, one has the highest stability.

=====

--- one ---
18
Properties=species:S:1:pos:R:3:nbo_charge:R:1 method="wB97M-V/def2-TZVPD" smiles="CC(N)=O.CSC"
C -1.753 0.187 2.860 -0.715
C -1.066 -1.071 2.423 0.676
N -1.121 -1.307 1.059 -0.872
O -0.659 -1.898 3.210 -0.590
H -1.470 0.450 3.882 0.233
H -2.820 -0.039 2.937 0.241
H -1.651 1.007 2.165 0.219
H -1.046 -2.253 0.721 0.396
H -0.701 -0.547 0.523 0.400
C 1.658 1.993 -1.766 -0.753
S 0.448 0.702 -1.690 0.160
C 1.015 -0.754 -2.584 -0.745
H 2.391 1.899 -0.974 0.215
H 1.174 2.958 -1.782 0.237
H 2.272 1.880 -2.666 0.222
H 1.979 -0.615 -3.058 0.227
H 0.292 -0.993 -3.366 0.225
H 1.056 -1.599 -1.894 0.223

=====

--- two ---
18
Properties=species:S:1:pos:R:3:nbo_charge:R:1 method="wB97M-V/def2-TZVPD" smiles=N[C@H](CO)CCS
N 0.800 0.805 -1.220 -0.940
C 0.077 -0.370 -0.666 -0.082
C -1.366 -0.473 -1.256 -0.071
O -1.341 -1.206 -2.473 -0.711
C -0.143 -0.188 0.835 -0.446
C 1.111 -0.112 1.673 -0.466
S 0.838 1.001 3.177 -0.090
H 1.650 0.913 -0.715 0.410
H 0.076 1.176 -1.804 0.415
H 0.654 -1.263 -1.001 0.191
H -2.056 -0.958 -0.568 0.188
H -1.866 0.521 -1.411 0.156
H -0.476 -1.017 -2.864 0.465
H -0.743 -1.000 1.316 0.218
H -0.774 0.660 1.073 0.221
H 1.641 -0.889 2.256 0.236
H 1.872 0.470 1.136 0.187
H 0.045 1.928 2.515 0.118

=====

--- three ---
18
Properties=species:S:1:pos:R:3:nbo_charge:R:1 method="wB97M-V/def2-TZVPD" smiles="NCC=O.CSC"
N -1.737 -0.461 -0.678 -0.837
C -0.728 -0.476 -1.743 -0.345
C -1.205 0.347 -2.921 0.440
O -0.465 0.913 -3.672 -0.516
H -1.715 -1.340 -0.178 0.357
H -1.490 0.251 0.002 0.366
H -0.565 -1.507 -2.067 0.213
H 0.238 -0.089 -1.410 0.203
H -2.307 0.369 -3.005 0.109
C 2.182 -0.056 0.875 -0.735
S 0.881 1.206 1.124 0.169
C 0.033 0.514 2.574 -0.745
H 1.732 -1.028 0.702 0.212
H 2.831 -0.090 1.749 0.217
H 2.800 0.282 0.048 0.235
H -0.794 1.184 2.803 0.233
H -0.386 -0.469 2.360 0.208
H 0.694 0.450 3.436 0.218

=====

--- four ---
18
Properties=species:S:1:pos:R:3:nbo_charge:R:1 method="wB97M-V/def2-TZVPD" smiles="CC=S(=O)=CC.N"
C -0.972 -2.602 -0.228 -0.613
C 0.068 -1.684 0.474 -0.674
S 1.100 -0.686 -0.306 1.677
O 0.765 -0.368 -1.646 -0.921
C 1.819 0.598 0.576 -0.614
C 2.550 1.659 0.000 -0.663
H -1.971 -2.636 0.246 0.231
H -0.969 -2.444 -1.267 0.228
H -0.589 -3.670 -0.103 0.204
H 0.194 -2.028 1.507 0.244
H 2.051 -0.008 1.493 0.217
H 3.601 1.272 -0.270 0.205
H 2.164 2.240 -0.908 0.241
H 2.760 2.351 0.750 0.239
N -3.128 1.715 0.006 -1.065
H -3.824 2.498 0.429 0.345
H -2.226 2.048 0.203 0.361
H -3.394 1.743 -0.956 0.359

=====

Of them, one has the highest stability.

=====

--- one ---
18
Properties=species:S:1:pos:R:3:nbo_charge:R:1 method="wB97M-V/def2-TZVPD" smiles="CC(N)=O.CSC"
C 0.172 -0.623 -1.621 -0.714
C 1.245 -1.528 -1.946 0.664
N 1.709 -2.417 -0.953 -0.844
O 1.690 -1.651 -3.085 -0.604
H -0.045 0.078 -2.448 0.254
H 0.544 -0.029 -0.808 0.229
H -0.670 -1.327 -1.364 0.238
H 2.189 -3.266 -1.082 0.404
H 1.155 -2.387 -0.106 0.368
C -0.599 2.829 1.484 -0.755
S -1.681 1.431 1.543 0.217
C -0.663 0.153 2.238 -0.774
H -0.341 3.270 2.453 0.214
H 0.294 2.774 0.817 0.215
H -1.388 3.346 1.054 0.225
H -1.082 -0.831 1.983 0.230
H -0.553 0.362 3.312 0.217
H 0.384 0.257 1.911 0.213

=====

--- two ---
18
Properties=species:S:1:pos:R:3:nbo_charge:R:1 method="wB97M-V/def2-TZVPD" smiles="C=CC.CNSO"
C -1.042 -0.277 2.092 -0.411
C -1.614 -0.902 1.147 -0.173
C -1.791 -0.377 -0.240 -0.653
H -1.051 -0.770 3.088 0.200
H -0.462 0.728 1.990 0.180
H -1.937 -1.915 1.259 0.195
H -1.332 -1.103 -0.963 0.208
H -2.856 -0.280 -0.432 0.219
H -1.284 0.542 -0.453 0.233
C 2.170 -0.402 -0.377 -0.415
N 1.614 0.899 -0.066 -0.810
S 1.449 2.016 -1.307 0.651
O -0.004 1.617 -2.096 -0.889
H 2.974 -0.591 0.274 0.193
H 1.350 -1.131 -0.224 0.187
H 2.415 -0.438 -1.476 0.207
H 1.164 0.890 0.856 0.394
H 0.237 1.491 -3.072 0.483

=====

Of them, one has the highest stability.